1.
Computed, not measured: a molecular structure, C33H38BN4O7Re, with ωB97M-V/def2-TZVPD.

⟨S²⟩: 3.800
Molar mass in g mol⁻¹: 799.71
Energy above the lowest of the compared OMol25 structures with the same formula, charge and spin in kcal per mole: 0.0

```
! wB97M-V def2-TZVPD RIJCOSX def2/J DEFGRID3
* xyz -1 4
Re -1.075 0.605 0.507
C 2.270 3.092 0.061
C 1.939 2.453 -1.290
C 0.441 2.271 -1.571
N -0.055 0.955 -1.214
C 0.070 -0.067 -2.101
C 0.749 0.052 -3.286
C 0.936 -0.899 -4.337
C 0.385 -2.116 -4.535
C -0.568 -2.765 -3.669
C -0.989 -2.416 -2.446
C -0.541 -1.332 -1.495
N -1.643 -0.965 -0.582
C -2.983 -0.971 -1.122
C -3.428 0.358 -1.750
C -3.765 1.448 -0.740
N -2.602 1.896 0.012
C -2.623 3.082 0.611
C -3.809 3.838 0.734
C -4.024 5.143 1.144
C -3.123 6.131 1.489
C -1.743 5.964 1.568
C -0.976 4.829 1.463
C -1.330 3.466 1.231
N -0.506 2.452 1.398
C 0.756 2.562 2.117
C 1.989 2.204 1.285
H 1.744 4.046 0.154
H 3.335 3.340 0.052
H 2.416 1.470 -1.342
H 2.385 3.057 -2.086
H 0.221 2.469 -2.628
H -0.126 3.011 -1.004
H 1.281 0.978 -3.443
H 1.617 -0.560 -5.115
H 0.652 -2.649 -5.440
H -0.994 -3.686 -4.058
H -1.673 -3.104 -1.961
H -3.680 -1.232 -0.317
H -3.076 -1.753 -1.883
H -4.332 0.184 -2.344
H -2.654 0.711 -2.435
H -4.525 1.071 -0.040
H -4.199 2.308 -1.263
H -4.710 3.295 0.490
H -5.070 5.436 1.161
H -3.518 7.116 1.702
H -1.175 6.867 1.769
H 0.085 4.998 1.580
H 0.692 1.865 2.959
H 0.879 3.558 2.550
H 1.937 1.154 0.976
H 2.830 2.269 1.984
O 0.143 -1.991 5.976
C -0.127 -1.558 4.878
C 0.834 -1.417 3.696
O 2.019 -1.717 3.700
C 0.038 -0.828 2.633
C -1.256 -0.533 3.057
O -2.080 0.096 2.288
C -1.488 -1.013 4.426
O -2.508 -0.991 5.086
O 0.430 -0.500 1.430
C 1.741 -4.440 1.573
C 1.603 -3.986 0.127
C 1.488 -5.202 -0.791
O 0.360 -3.267 0.000
B 0.599 -2.122 -0.711
O 1.925 -1.892 -0.945
C 2.694 -2.942 -0.335
C 3.649 -3.464 -1.401
C 3.476 -2.315 0.809
H 0.897 -5.080 1.822
H 1.757 -3.601 2.262
H 2.657 -5.016 1.712
H 0.654 -5.814 -0.449
H 2.392 -5.809 -0.771
H 1.285 -4.902 -1.818
H 3.113 -3.780 -2.292
H 4.246 -4.297 -1.027
H 4.325 -2.660 -1.685
H 2.817 -1.845 1.534
H 4.135 -1.551 0.396
H 4.087 -3.055 1.323
*
```



2.
Computed, not measured: a single C5H10O2 molecule, with ωB97M-V/def2-TZVPD.

SMILES: OC[C@H]1CCOC1
Molar mass in g mol⁻¹: 102.13
Energy above the lowest of the compared OMol25 structures with the same formula, charge and spin in kcal per mole: 43.6

```
! wB97M-V def2-TZVPD RIJCOSX def2/J DEFGRID3
* xyz 0 1
O 2.203 0.433 0.828
C 1.631 -0.561 -0.008
C 0.135 -0.539 0.332
C -0.329 0.966 0.339
C -1.777 0.936 -0.052
O -1.841 -0.058 -1.055
C -0.858 -1.121 -0.707
H 3.153 0.468 0.675
H 1.766 -0.314 -1.076
H 2.130 -1.528 0.166
H -0.009 -0.995 1.323
H -0.157 1.546 1.249
H 0.187 1.455 -0.498
H -1.934 1.962 -0.417
H -2.490 0.742 0.770
H -0.372 -1.416 -1.647
H -1.432 -1.972 -0.323
*
```



3.
Computed, not measured: a molecular structure, C51H47I2N7O4PbS2, with ωB97M-V/def2-TZVPD.

Molar mass in g mol⁻¹: 1347.12
Energy above the lowest of the compared OMol25 structures with the same formula, charge and spin in kcal per mole: 47.9

```
! wB97M-V def2-TZVPD RIJCOSX def2/J DEFGRID3
* xyz -2 1
Pb 0.195 0.050 -0.310
I 6.467 -5.065 -2.591
C 5.366 -3.786 -1.330
C 5.511 -3.881 0.040
C 4.788 -3.004 0.819
I 5.108 -3.076 2.894
C 3.845 -2.013 0.346
O 3.190 -1.273 1.122
C 3.747 -1.987 -1.109
C 1.933 -1.497 -2.858
N 0.879 -2.444 -2.541
C 1.108 -3.797 -2.136
C 1.143 -4.112 -0.663
C 1.660 -5.339 -0.240
C 1.571 -5.666 1.097
C 0.971 -4.763 1.970
C 0.492 -3.570 1.455
N 0.559 -3.256 0.164
C 4.536 -2.824 -1.885
H 6.163 -4.617 0.490
H 1.686 -2.107 -4.863
H 1.411 -0.565 -3.082
H 0.113 -2.028 -2.026
H 2.014 -4.171 -2.617
H 0.283 -4.407 -2.530
H 2.131 -6.006 -0.953
H 1.974 -6.603 1.462
H 0.894 -4.967 3.029
H 0.035 -2.828 2.104
H 4.513 -2.707 -2.958
C -4.296 -0.580 -2.716
C -2.796 -0.652 -2.494
N -2.347 -0.878 -1.307
N -3.360 -1.208 -0.414
C -3.181 -0.996 0.834
S -1.927 -0.245 1.746
S -4.597 -1.541 1.847
C -5.959 -1.121 0.736
C -6.239 0.353 0.527
C -5.449 1.364 1.061
C -5.738 2.698 0.798
C -6.822 3.044 0.005
C -7.619 2.041 -0.531
C -7.325 0.711 -0.273
C -1.917 -0.489 -3.671
C -2.402 -0.963 -4.899
C -1.709 -0.843 -6.085
C -0.469 -0.195 -6.067
C 0.046 0.284 -4.890
C -0.629 0.143 -3.640
O -0.049 0.594 -2.590
H -4.716 0.175 -2.050
H -4.766 -1.530 -2.456
H -4.537 -0.313 -3.741
H -6.844 -1.619 1.139
H -5.719 -1.582 -0.223
H -4.593 1.107 1.675
H -5.101 3.470 1.214
H -7.043 4.085 -0.200
H -8.466 2.294 -1.158
H -7.942 -0.071 -0.706
H -3.350 -1.490 -4.914
H -2.119 -1.240 -7.006
H 0.094 -0.079 -6.988
H 1.017 0.765 -4.854
O 2.504 3.769 -1.417
C 1.744 2.887 -0.963
N 1.998 1.646 -0.611
C 3.360 1.170 -0.754
C 3.358 0.251 -1.945
C 3.728 0.773 -3.125
C 3.948 0.107 -4.403
C 3.521 -1.076 -4.846
C 2.540 -1.989 -4.188
N 2.885 -1.075 -1.799
C 0.292 3.297 -0.744
C -0.068 4.622 -0.961
C -1.361 5.024 -0.687
C -2.271 4.094 -0.200
C -1.845 2.790 -0.029
N -0.600 2.404 -0.302
H 3.654 0.650 0.157
H 4.044 1.991 -0.955
H 3.980 1.829 -3.107
H 4.591 0.666 -5.080
H 3.870 -1.396 -5.825
H 2.961 -2.993 -4.084
H 0.696 5.289 -1.334
H -1.664 6.053 -0.848
H -3.292 4.364 0.034
H -2.512 2.018 0.343
C 0.632 3.259 8.529
C 0.840 2.736 7.132
C 1.926 1.932 6.821
C 2.128 1.449 5.533
C 3.326 0.575 5.266
C 1.210 1.781 4.526
C 1.432 1.242 3.159
O 0.734 1.518 2.213
C 0.106 2.603 4.818
C -0.908 3.012 3.783
C -0.055 3.059 6.119
H 1.369 2.847 9.219
H -0.363 3.000 8.896
H 0.716 4.347 8.552
H 2.637 1.670 7.599
H 3.935 0.488 6.166
H 3.955 0.970 4.468
H 3.029 -0.427 4.960
H 2.287 0.559 3.023
H -0.444 3.570 2.968
H -1.681 3.628 4.246
H -1.379 2.143 3.317
H -0.910 3.689 6.349
*
```



4.
Computed, not measured: a molecular structure, H34N6O13S2Zn, with ωB97M-V/def2-TZVPD.

Molar mass in g mol⁻¹: 455.82
Calculated total energy in eV: -106161.472

```
! wB97M-V def2-TZVPD RIJCOSX def2/J DEFGRID3
* xyz 4 1
Zn 2.744 0.836 -0.605
N -2.641 -2.383 -2.257
H -2.223 -3.299 -2.075
H -2.754 -2.163 -3.252
H -2.020 -1.636 -1.772
H -3.571 -2.409 -1.827
N 0.018 4.063 0.711
H -0.138 3.844 -0.331
H 0.923 4.532 0.797
H -0.023 3.145 1.165
H -0.728 4.658 1.081
N -3.812 0.487 0.405
H -4.507 -0.269 0.440
H -3.862 0.953 1.322
H -4.120 1.192 -0.273
H -2.824 0.106 0.346
N 1.293 -3.914 -0.744
H 1.176 -3.625 -1.717
H 0.758 -4.795 -0.645
H 0.746 -3.293 -0.084
H 2.277 -4.047 -0.505
N -0.714 0.120 4.162
H -1.402 0.869 4.342
H 0.074 0.607 4.606
H -0.661 0.042 3.090
H -0.994 -0.763 4.592
N -1.058 1.279 -2.966
H -0.702 2.316 -2.782
H -1.141 0.733 -2.053
H -0.434 0.803 -3.619
H -1.969 1.311 -3.428
S 1.668 3.504 -2.409
O 1.614 3.108 -3.796
O 2.154 2.301 -1.597
O 2.513 4.636 -2.178
O 0.265 3.807 -1.886
S -0.304 -0.456 0.333
O -0.907 0.370 1.437
O -1.365 -0.454 -0.763
O 0.867 0.330 -0.125
O 0.042 -1.797 0.823
O 2.717 -0.418 -2.365
H 3.283 -1.155 -2.638
H 2.214 -0.177 -3.158
O -2.257 -3.219 1.929
H -1.345 -3.191 1.630
H -2.244 -2.796 2.795
O 3.517 -0.793 0.418
H 3.398 -0.863 1.375
H 3.602 -1.701 0.113
O 1.092 -2.361 3.259
H 1.781 -1.696 3.363
H 0.692 -2.207 2.382
O 3.051 1.774 1.311
H 2.540 2.535 1.608
H 3.703 1.619 2.013
*
```



5.
Computed, not measured: a molecular structure, C3H13N5, with ωB97M-V/def2-TZVPD.

Molar mass in g mol⁻¹: 119.17
Energy above the lowest of the compared OMol25 structures with the same formula, charge and spin in kcal per mole: 77.1

```
! wB97M-V def2-TZVPD RIJCOSX def2/J DEFGRID3
* xyz 0 1
C 0.930 -2.641 -1.302
C -1.408 -0.419 -0.070
N 0.750 -1.858 -0.089
H 1.260 -2.252 0.693
H 0.540 -3.655 -1.149
H 1.970 -2.718 -1.636
H 0.350 -2.178 -2.107
H -1.381 -0.279 1.003
H -1.531 -1.430 -0.435
H -2.192 0.165 -0.548
N -0.107 2.051 1.391
C -0.444 1.972 0.036
N 0.995 1.341 1.931
N -0.103 0.794 -0.580
N -1.197 2.825 -0.564
H -0.148 2.992 1.770
H 1.667 1.139 1.195
H 0.668 0.445 2.283
H -0.277 0.921 -1.573
H 1.019 -0.882 -0.230
H -1.361 3.668 -0.019
*
```



6.
Computed, not measured: a single C4H7NO molecule, with ωB97M-V/def2-TZVPD.

SMILES: C/C(N)=C/C=O
Molar mass in g mol⁻¹: 85.11
Energy above the lowest of the compared OMol25 structures with the same formula, charge and spin in kcal per mole: 48.2

```
! wB97M-V def2-TZVPD RIJCOSX def2/J DEFGRID3
* xyz 0 1
C 0.492 -0.542 1.631
C 0.157 -0.244 0.187
C -0.082 1.090 -0.182
C -0.375 1.342 -1.510
H -0.504 -0.804 2.228
H 1.228 -1.331 1.770
H 0.998 0.417 2.131
H -0.253 -2.249 -0.222
H -0.481 -1.009 -1.593
H -0.078 1.813 0.688
H -0.757 2.283 -1.932
N 0.086 -1.255 -0.701
O -0.432 0.490 -2.495
*
```



7.
Computed, not measured: a molecular structure, C18H36Br2ClF3IN3O2P, with ωB97M-V/def2-TZVPD.

Molar mass in g mol⁻¹: 736.64
Calculated total energy in eV: -205957.297

```
! wB97M-V def2-TZVPD RIJCOSX def2/J DEFGRID3
* xyz 1 1
C 2.312 1.082 0.822
C 2.829 1.565 -0.536
Cl 4.075 0.474 -1.227
C 1.777 1.959 -1.554
N 0.944 0.884 -2.160
C 1.473 0.220 -3.361
C 1.259 -1.276 -3.580
C 1.927 -2.284 -2.662
F 3.242 -2.278 -2.847
Br 1.440 -2.135 -0.794
C 1.450 -3.693 -3.132
F 0.152 -3.823 -2.863
F 1.591 -3.813 -4.420
Br 2.353 -5.126 -2.182
C -0.219 0.680 -1.671
N -0.750 1.340 -0.539
C -1.656 0.361 0.055
C -1.959 -0.729 -1.062
P -3.705 -1.026 -1.582
C -4.703 0.486 -1.254
C -4.334 -2.316 -0.423
N -1.118 -0.202 -2.172
I -1.947 0.401 -3.977
H 2.926 0.242 1.116
H 2.468 1.844 1.572
H 1.296 0.720 0.794
H 3.376 2.471 -0.328
H 2.285 2.444 -2.379
H 1.165 2.719 -1.100
H 1.031 0.721 -4.217
H 2.527 0.432 -3.427
H 0.226 -1.574 -3.650
H 1.675 -1.479 -4.560
H -1.379 2.035 -0.950
H -2.580 0.766 0.429
H -1.145 -0.213 0.816
H -1.498 -1.684 -0.849
H -4.607 0.731 -0.194
H -5.745 0.279 -1.451
H -4.306 1.268 -1.882
H -3.769 -3.229 -0.533
H -4.174 -1.965 0.592
H -5.382 -2.486 -0.611
C 6.464 -1.229 1.643
C 6.486 0.292 1.610
C 7.902 0.831 1.733
O 5.671 0.812 2.664
H 6.865 -1.598 2.590
H 5.441 -1.599 1.559
H 7.056 -1.651 0.829
H 6.042 0.641 0.679
H 8.348 0.527 2.684
H 7.899 1.921 1.712
H 8.536 0.469 0.922
H 6.046 0.515 3.502
C -6.266 2.548 3.763
C -6.275 1.268 2.943
C -6.425 0.042 3.829
O -5.065 1.172 2.179
H -5.424 2.551 4.461
H -6.153 3.417 3.116
H -7.188 2.657 4.335
H -7.092 1.301 2.222
H -5.587 -0.031 4.529
H -6.424 -0.869 3.228
H -7.351 0.079 4.402
H -4.328 1.142 2.801
*
```



8.
Computed, not measured: a molecular structure, C14H30GaO3, with ωB97M-V/def2-TZVPD.

Molar mass in g mol⁻¹: 316.11
Calculated total energy in eV: -73519.731

```
! wB97M-V def2-TZVPD RIJCOSX def2/J DEFGRID3
* xyz -1 1
C 1.221 1.053 0.137
C 0.243 1.060 -0.580
C -1.004 1.222 -1.407
Ga -2.010 2.923 -0.759
C -3.852 2.375 0.009
C -4.888 1.795 0.290
H 2.056 1.387 0.742
H -1.590 0.294 -1.228
H -0.767 1.308 -2.487
H -2.217 3.946 -1.981
H -1.153 3.574 0.442
H -5.657 1.074 0.540
C 6.127 -0.904 1.611
C 5.332 0.287 1.096
C 6.251 1.423 0.673
O 4.442 0.744 2.112
H 6.716 -0.625 2.490
H 5.455 -1.707 1.918
H 6.804 -1.288 0.845
H 4.717 -0.022 0.249
H 6.845 1.778 1.522
H 5.667 2.273 0.315
H 6.932 1.107 -0.120
H 4.968 1.021 2.870
C -5.524 -1.882 3.718
C -6.358 -1.124 2.697
C -7.845 -1.242 2.997
O -6.095 -1.636 1.392
H -5.769 -2.949 3.703
H -4.462 -1.795 3.482
H -5.690 -1.500 4.727
H -6.067 -0.073 2.693
H -8.167 -2.288 2.960
H -8.430 -0.701 2.251
H -8.083 -0.840 3.985
H -6.348 -2.565 1.382
C 3.019 0.500 -3.843
C 2.765 -0.989 -3.655
C 1.485 -1.422 -4.354
O 2.676 -1.286 -2.267
H 2.204 1.088 -3.411
H 3.935 0.799 -3.329
H 3.112 0.756 -4.901
H 3.610 -1.559 -4.050
H 0.621 -0.894 -3.939
H 1.309 -2.489 -4.203
H 1.532 -1.223 -5.427
H 1.931 -0.782 -1.903
*
```



9.
Computed, not measured: a molecular structure, C8H14B2IO5P2SZr, with ωB97M-V/def2-TZVPD.

Molar mass in g mol⁻¹: 523.96
Calculated total energy in eV: -58871.727

```
! wB97M-V def2-TZVPD RIJCOSX def2/J DEFGRID3
* xyz 3 1
C -2.674 -3.236 -0.768
B -1.950 -1.836 -0.541
O -2.603 -0.680 -1.034
B -0.467 -1.630 0.299
C 0.524 -0.477 -0.402
O 0.842 0.484 0.600
C 1.122 1.771 0.072
C 0.276 2.528 -0.857
C 0.630 3.872 -1.343
C 1.850 4.506 -0.867
C 2.688 3.762 0.065
C 2.363 2.420 0.532
P 0.555 -3.270 0.386
O 2.124 -3.015 0.826
I 0.737 -4.242 -1.868
P -0.997 -1.150 2.107
O -2.206 -2.230 2.481
O -1.750 0.330 2.174
S 0.474 -1.327 3.369
H -3.119 -3.354 -1.795
H -3.560 -3.247 -0.060
H -2.069 -4.140 -0.505
H -2.336 -0.490 -1.952
H -0.067 -0.061 -1.295
H 1.487 -1.003 -0.822
H -0.691 2.103 -1.230
H -0.029 4.403 -2.065
H 2.130 5.531 -1.188
H 3.611 4.244 0.450
H 3.031 1.886 1.249
H 2.228 -2.076 1.084
H -2.927 -1.698 2.892
H -1.090 0.971 2.519
Zr 1.862 0.352 -2.514
*
```



10.
Computed, not measured: a gas-phase ion, C7H13N2 (charge +1), with ωB97M-V/def2-TZVPD.

SMILES: C#C[C@@H]1N(C)CC[N@H+]1C
Molar mass in g mol⁻¹: 125.19
Energy above the lowest of the compared OMol25 structures with the same formula, charge and spin in kcal per mole: 95.7

```
! wB97M-V def2-TZVPD RIJCOSX def2/J DEFGRID3
* xyz 1 1
C -3.200 -0.667 -0.441
C -2.091 -0.352 -0.075
C 1.217 1.118 -0.202
C 1.569 -0.362 -0.119
C -0.680 -0.020 0.265
C -0.838 2.410 0.058
C 0.181 -2.357 0.102
N -0.232 1.186 -0.372
N 0.269 -0.970 -0.350
H -4.066 -1.101 -0.940
H 1.616 1.629 0.695
H 1.799 1.500 -1.052
H 2.275 -0.683 -0.897
H 1.897 -0.669 0.874
H -0.455 -0.082 1.416
H -1.888 2.357 -0.035
H -0.691 2.730 1.197
H -0.454 3.303 -0.629
H -0.822 -2.777 0.316
H 0.744 -3.068 -0.693
H 0.908 -2.372 0.975
H -0.015 -1.042 -1.256
*
```